Below is a molecular structure, C36H41LiN2OP3, with properties calculated with ωB97M-V/def2-TZVPD.

Computed properties:
- LUMO level: -2.01 eV
- Net charge: +1
- HOMO level: -10.36 eV

XYZ file:
```
84
Properties=species:S:1:pos:R:3:lowdin_charge:R:1
Li -1.0072 0.5898 -2.0033 0.43
C -0.9087 -3.5207 -2.2795 0.05
C -0.5928 -2.1778 -2.8717 -0.51
O -1.0793 -1.1428 -2.4260 -0.09
N 0.2246 -2.1679 -3.9302 0.10
C 0.5069 -0.9603 -4.6839 -0.10
C 1.6266 -0.1208 -4.1164 -0.27
C 2.9423 -0.3384 -4.5158 -0.01
C 3.9312 0.5114 -4.0503 -0.04
C 3.5714 1.5217 -3.1716 -0.04
C 2.2391 1.6457 -2.8106 -0.13
N 1.2839 0.8542 -3.2801 0.08
H -1.9749 -3.5653 -2.0667 0.10
H -0.3815 -3.6387 -1.3344 0.08
H -0.6342 -4.3346 -2.9419 0.09
H 0.6728 -3.0228 -4.2189 0.15
H -0.4057 -0.3576 -4.6875 0.12
H 0.7552 -1.2494 -5.7058 0.13
H 3.1860 -1.1408 -5.1960 0.12
H 4.9524 0.3983 -4.3810 0.12
H 4.3041 2.2079 -2.7840 0.11
H 1.9237 2.4230 -2.1262 0.10
C -1.0188 0.2609 2.3761 -0.53
P -0.9695 -0.0904 0.5537 1.00
C -2.5044 -1.0927 0.3976 -0.38
C -2.7989 -2.2681 1.0805 -0.08
C -3.9934 -2.9293 0.8512 -0.07
C -4.9066 -2.4388 -0.0670 -0.07
C -4.6352 -1.2551 -0.7319 -0.07
C -3.4512 -0.5849 -0.4881 -0.13
C 0.3867 -1.3133 0.4649 -0.38
C 0.5619 -2.4057 1.3073 -0.09
C 1.5872 -3.3044 1.0823 -0.07
C 2.4727 -3.1113 0.0373 -0.07
C 2.3472 -1.9916 -0.7682 -0.07
C 1.3112 -1.1042 -0.5513 -0.14
P 0.3420 1.4656 2.8094 1.02
C 1.6939 0.2502 3.0900 -0.41
C 2.8356 0.3366 2.3034 -0.12
C 3.8881 -0.5404 2.4949 -0.08
C 3.8064 -1.5131 3.4762 -0.08
C 2.6685 -1.6073 4.2622 -0.08
C 1.6185 -0.7288 4.0755 -0.10
C -0.0426 1.8280 4.5705 -0.40
C 0.9469 2.5103 5.2784 -0.11
C 0.7426 2.8912 6.5902 -0.08
C -0.4612 2.6052 7.2156 -0.08
C -1.4548 1.9436 6.5163 -0.08
C -1.2523 1.5609 5.2007 -0.10
H -0.9631 -0.6523 2.9748 0.05
H -1.9754 0.7626 2.5511 0.05
H -2.1030 -2.6864 1.7906 0.09
H -4.2062 -3.8374 1.3931 0.11
H -5.8275 -2.9714 -0.2506 0.11
H -5.3498 -0.8594 -1.4379 0.11
H -3.2429 0.3493 -1.0002 0.06
H -0.0888 -2.5645 2.1510 0.09
H 1.7025 -4.1601 1.7290 0.11
H 3.2687 -3.8183 -0.1357 0.11
H 3.0629 -1.8091 -1.5572 0.10
H 1.2201 -0.2173 -1.1619 0.06
H 2.8968 1.1057 1.5451 0.09
H 4.7772 -0.4597 1.8864 0.11
H 4.6313 -2.1914 3.6360 0.11
H 2.6068 -2.3653 5.0297 0.11
H 0.7440 -0.7934 4.7100 0.11
H 1.8863 2.7347 4.7897 0.10
H 1.5185 3.4160 7.1279 0.11
H -0.6253 2.9032 8.2403 0.10
H -2.3975 1.7242 6.9967 0.11
H -2.0493 1.0496 4.6812 0.09
C -3.4777 3.6616 -3.3271 -0.29
P -1.9770 2.6163 -3.1201 0.76
C -1.1276 3.0037 -4.7029 -0.29
C -1.0280 3.7025 -1.9842 -0.29
H -3.1881 4.6852 -3.5748 0.05
H -4.0454 3.6595 -2.3970 0.04
H -4.1068 3.2628 -4.1225 0.04
H -1.0771 4.0837 -4.8484 0.05
H -1.6702 2.5518 -5.5322 0.04
H -0.1206 2.5924 -4.6792 0.01
H -0.6998 4.6042 -2.5014 0.05
H -0.1659 3.1580 -1.6047 0.00
H -1.6626 3.9725 -1.1415 0.05
```